C33H62O11 | ωB97M-V with the def2-TZVPD basis set

Computed properties:
HOMO level = -8.58 eV
2S+1 = 1
Total charge = 0
Structure (SMILES) = CC(=O)OCCCCCCCC[C@@H](C[C@@H]1CO1)OC=O.CC(C)=O.CC(C)=O.CC(C)=O.CC(C)=O.CC(C)=O.CC(C)=O
Calculated total energy = -2121.64774 Eh

Each line ends with the Mulliken charge.
Atoms and positions in Å:
1 C 0.8111 -2.8446 -0.3389  -0.6708
2 C 0.0417 -3.4377 -1.6964  0.7089
3 O -1.2932 -3.4680 -1.6550  -0.5447
4 O 0.8558 -3.9014 -2.8618  -0.4083
5 C 0.8592 -2.7487 -3.7764  0.1058
6 C 2.1354 -1.7045 -3.5098  -0.2836
7 C 1.8382 -0.3540 -4.4284  -0.1386
8 C 1.3473 0.9486 -3.5149  -0.7471
9 C -0.0436 0.6208 -2.6556  -0.1128
10 C -1.2718 0.4956 -3.7320  -0.7673
11 C -2.7689 0.2936 -3.0141  0.1122
12 C -3.8657 0.5693 -4.1935  -0.7874
13 C -5.4550 0.4415 -3.6859  0.1051
14 C -6.1313 -1.0160 -3.9655  -0.7852
15 C -4.9388 -2.2902 -3.5904  0.5619
16 C -3.9533 -2.7545 -4.9308  -0.6063
17 O -5.1756 -3.6591 -4.2898  -0.4077
18 O -5.6895 1.0209 -2.3567  -0.2978
19 C -5.6767 0.0450 -1.2719  0.2385
20 O -4.9176 0.3568 -0.1842  -0.5512
21 H 1.0642 -1.7037 -0.5109  0.1870
22 H 0.0972 -2.9731 0.6046  0.2060
23 H 1.8102 -3.4841 -0.2298  0.3112
24 H -0.1368 -2.1336 -3.6294  -0.2472
25 H 0.9497 -3.0530 -4.9196  0.3017
26 H 2.2297 -1.4201 -2.3779  0.0591
27 H 3.1374 -2.2355 -3.8679  0.2501
28 H 2.8470 -0.0545 -4.9891  0.1729
29 H 1.0138 -0.6571 -5.2359  0.1418
30 H 2.2596 1.2193 -2.8243  0.3576
31 H 1.1752 1.8582 -4.2503  0.2425
32 H 0.1028 -0.3284 -1.9871  -0.1824
33 H -0.2021 1.5542 -1.9407  0.4404
34 H -1.1127 -0.3606 -4.5216  0.1125
35 H -1.2996 1.5158 -4.3485  0.3245
36 H -2.8767 1.1847 -2.2340  0.2771
37 H -2.8445 -0.7391 -2.4747  -0.0609
38 H -3.7515 1.7255 -4.4746  0.4504
39 H -3.6687 -0.0023 -5.2064  0.2338
40 H -6.0220 1.1859 -4.4335  0.2519
41 H -6.4327 -1.2234 -5.0814  0.3736
42 H -7.0718 -1.2629 -3.3098  0.3198
43 H -4.4045 -2.2543 -2.4533  0.2419
44 H -3.5695 -3.8051 -5.2091  0.3944
45 H -3.0287 -2.5811 -4.1914  -0.1522
46 H -6.2898 -0.9476 -1.1869  0.2688
47 C -0.7642 -0.5781 4.1395  -0.9507
48 C 0.6572 -1.0127 4.3773  0.8506
49 C 0.9825 -2.4673 4.1665  -0.2972
50 O 1.5197 -0.2101 4.7305  -0.5735
51 H -0.8518 0.4968 4.3300  0.1366
52 H -1.0434 -0.7731 3.1010  0.2750
53 H -1.4341 -1.1097 4.8200  0.3395
54 H 0.7811 -2.7464 3.1292  -0.0506
55 H 0.3905 -3.0830 4.8483  0.3369
56 H 2.0445 -2.6354 4.3749  -0.0264
57 C 5.4697 -1.5809 5.1069  -0.4456
58 C 5.3968 -3.0433 5.4559  0.7335
59 C 6.6817 -3.7320 5.8308  -1.1137
60 O 4.3282 -3.6522 5.4354  -0.5839
61 H 4.4673 -1.2169 4.8572  0.0790
62 H 5.8449 -1.0131 5.9621  0.1335
63 H 6.1198 -1.4377 4.2401  0.3069
64 H 7.1109 -3.2601 6.7182  0.2856
65 H 7.3858 -3.6848 4.9962  0.2592
66 H 6.4769 -4.7838 6.0574  0.3566
67 C 8.3136 0.7061 5.5552  -0.9868
68 C 8.8670 -0.3259 4.6095  0.8973
69 C 10.3433 -0.2803 4.3192  -1.1985
70 O 8.1406 -1.1739 4.0935  -0.5417
71 H 7.2355 0.5517 5.6706  0.1736
72 H 8.7882 0.6049 6.5345  0.2964
73 H 8.4823 1.7079 5.1522  0.3590
74 H 10.9083 -0.4255 5.2434  0.3260
75 H 10.6025 0.6775 3.8610  0.3359
76 H 10.6008 -1.0839 3.6210  0.3124
77 C -3.3932 4.1772 5.5077  -0.8631
78 C -2.5417 3.8086 6.6930  0.7453
79 C -1.5115 2.7285 6.4982  -0.9258
80 O -2.6825 4.3685 7.7791  -0.5835
81 H -4.0918 4.9701 5.7952  0.3025
82 H -2.7607 4.5456 4.6961  0.3199
83 H -3.9675 3.3077 5.1780  0.1725
84 H -0.7952 3.0324 5.7308  0.3265
85 H -2.0019 1.7944 6.2127  0.2010
86 H -0.9719 2.5681 7.4377  0.3155
87 C -6.5572 1.8099 2.2713  -0.5196
88 C -6.5860 3.3132 2.1992  0.8273
89 C -7.6005 3.9446 1.2838  -1.0408
90 O -5.8101 3.9992 2.8627  -0.5366
91 H -5.7758 1.4950 2.9710  0.1927
92 H -7.5196 1.4368 2.6307  0.3609
93 H -6.3321 1.3949 1.2856  -0.1259
94 H -8.6093 3.6666 1.5992  0.3178
95 H -7.4219 3.6248 0.2541  0.2433
96 H -7.5055 5.0346 1.3337  0.2964
97 C 0.8095 2.0781 -8.5924  -1.1484
98 C 1.8781 1.5153 -7.6940  0.7854
99 C 3.2343 2.1671 -7.7362  -1.1444
100 O 1.6517 0.5593 -6.9538  -0.4783
101 H -0.1162 1.5090 -8.4560  0.2880
102 H 0.6191 3.1228 -8.3339  0.3343
103 H 1.1205 1.9951 -9.6369  0.3524
104 H 3.1519 3.2157 -7.4395  0.3264
105 H 3.6534 2.0880 -8.7425  0.3701
106 H 3.9043 1.6564 -7.0364  0.2631